This record from OMol25 describes a molecular structure, C7H9P at a distorted geometry. The level of theory is the ωB97M-V functional and the def2-TZVPD basis.

The value obtained for the LUMO energy is 0.036 hartree. Its energy is -16689.9148 eV. The value obtained for the HOMO energy is -8.403 eV.

Structure (ORCA input):
```
! RIJCOSX wB97M-V def2-TZVPD def2/J DEFGRID3
* xyz 0 1
C -0.9379 0.2884 1.7381
C -1.9396 -0.5935 1.8435
C -0.1493 0.2411 0.5409
C -0.5213 -0.7499 -0.3259
C 1.0455 0.9312 0.1874
C 0.6943 -0.4795 -1.9113
C 1.2364 0.7850 -1.3437
P -2.1126 -1.4616 0.2273
H -0.5981 1.1708 2.3368
H -2.6573 -0.7616 2.5852
H 0.9392 2.0004 0.4270
H 1.9352 0.6890 0.7311
H 1.3451 -1.3653 -1.8555
H 0.0789 -0.5253 -2.7807
H 0.6934 1.6942 -1.6404
H 2.4049 0.6881 -1.4601
H -1.4568 -2.5516 0.7003
*
```